DFT (ωB97M-V/def2-TZVPD) results for an isolated molecule of C5H11N.

Last columns: bonded neighbours and bond lengths (Å).
Positions of all 17 atoms, in Å:
1 C 2.66 0.27 0.20  C2 1.521, H7 1.095, H8 1.094, H9 1.097
2 C 1.28 -0.36 0.05  C1 1.521, C3 1.533, H10 1.098, H11 1.098
3 C 0.11 0.63 -0.02  C2 1.533, N4 1.442, H12 1.102, H13 1.100
4 N -1.08 -0.19 -0.01  C3 1.442, C5 1.413, C6 1.415
5 C -2.36 -0.20 0.60  N4 1.413, C6 1.508, H14 1.087, H15 1.100
6 C -2.17 -0.45 -0.87  N4 1.415, C5 1.508, H16 1.095, H17 1.091
7 H 2.91 0.92 -0.65  C1 1.095
8 H 3.42 -0.52 0.25  C1 1.094
9 H 2.74 0.87 1.11  C1 1.097
10 H 1.24 -0.99 -0.84  C2 1.098
11 H 1.08 -1.02 0.90  C2 1.098
12 H 0.17 1.25 -0.92  C3 1.102
13 H 0.13 1.29 0.86  C3 1.100
14 H -2.50 -1.05 1.26  C5 1.087
15 H -2.88 0.71 0.92  C5 1.100
16 H -2.19 -1.46 -1.30  C6 1.095
17 H -2.58 0.31 -1.53  C6 1.091

Calculated values
2S+1: 1
Energy relative to the best compared isomer or geometry (same formula, charge and spin) in kcal/mol: 42.9
Kohn-Sham gap in eV: 9.47
LUMO level in eV: 1.18

Atom charges from the natural (NBO) analysis, given in e for atoms 1 to 4: atom 1 (C): -0.614, atom 2 (C): -0.387, atom 3 (C): -0.202, atom 4 (N): -0.450